Entry 1:
Entry from the Open Molecules 2025 dataset: a structure of composition C14H15CrN4S2 (the ωB97M-V functional and the def2-TZVPD basis).

```
36
Properties=species:S:1:pos:R:3:forces:R:3
Cr -0.71154 0.04458 0.84592 0.02 -0.14 -0.33
C -0.35367 3.30131 -2.06932 0.01 -0.02 -0.02
C -0.15948 2.27564 -1.00180 0.00 0.00 -0.06
N -0.85909 1.20214 -0.91629 -0.07 0.03 0.09
N -1.82752 0.92511 -1.83024 -0.04 -0.04 -0.01
C -2.57763 -0.20584 -1.67161 0.05 0.02 -0.02
N -3.47340 -0.43988 -2.62992 0.02 0.01 0.03
S -2.39154 -1.25130 -0.36925 -0.06 0.04 0.06
C 0.87555 2.40393 0.05290 0.03 0.02 0.03
C 1.85398 3.37761 0.03664 -0.02 -0.02 0.01
C 2.80444 3.38996 1.05371 0.01 0.00 0.00
C 2.74247 2.43555 2.04721 0.00 0.01 -0.02
C 1.72745 1.48779 2.00087 -0.01 0.02 0.02
N 0.81822 1.47192 1.02892 0.07 0.08 0.14
H -1.41318 3.54384 -2.17801 0.00 0.00 0.00
H 0.02028 2.93694 -3.02995 0.00 0.00 0.00
H 0.16063 4.22747 -1.83809 0.00 0.00 -0.01
H -1.97027 1.54853 -2.61149 0.02 -0.02 -0.01
H -3.56541 0.12939 -3.45473 0.00 0.00 0.01
H -4.05647 -1.25623 -2.54846 0.00 0.00 -0.01
H 1.89597 4.11368 -0.75148 0.01 0.00 0.00
H 3.58185 4.14170 1.05843 0.00 0.00 0.00
H 3.46174 2.41116 2.85269 -0.01 0.00 0.01
H 1.61928 0.71616 2.75361 -0.01 0.00 -0.01
S -0.52520 -1.07767 2.84481 0.01 -0.02 0.20
C -0.11858 -2.51949 1.88081 -0.03 0.03 -0.06
C -0.99849 -3.60133 1.82483 0.00 -0.01 -0.02
C -0.71782 -4.69114 1.01582 -0.01 0.00 0.01
C 0.43694 -4.71874 0.24353 0.02 0.01 0.01
C 1.32362 -3.65460 0.30279 -0.01 -0.03 -0.02
C 1.05242 -2.56618 1.12176 0.01 0.03 -0.02
H -1.90390 -3.57646 2.41745 0.00 0.00 0.01
H -1.40674 -5.52551 0.98757 0.00 0.00 0.00
H 0.64971 -5.57131 -0.38720 0.00 0.00 0.00
H 2.23660 -3.67398 -0.27841 0.00 -0.01 0.00
H 1.76880 -1.75475 1.19599 -0.01 0.00 0.00
```
Positions in Å, forces in eV/Å.

Values from the calculation:
orbital gap (alpha / beta)	6.002 / 6.093	eV
2S+1	5
total charge	+1
DFT total energy	-2602.2057	Ha
HOMO energy (alpha / beta)	-10.243 / -10.437	eV

---

Entry 2:
Entry from the Open Molecules 2025 dataset: a structure of composition C23H25N6O4S3Tc at a distorted geometry (the ωB97M-V functional and the def2-TZVPD basis).

```
62
Properties=species:S:1:pos:R:3:forces:R:3
Tc -3.07821 -3.38560 15.69949 0.74 -0.12 1.68
S -3.53607 -2.08855 17.58020 -0.45 0.37 -1.01
C -2.94076 -3.09279 18.84491 0.83 -1.31 0.25
N -3.03723 -2.69183 20.09347 -0.16 0.30 -0.49
N -2.57204 -3.30209 21.13227 0.92 -0.09 0.20
C -1.71537 -4.49987 21.21953 -1.70 -0.12 -0.76
C -2.34094 -5.75111 21.17884 0.68 0.63 1.00
C -1.54135 -6.88430 21.22343 0.06 -0.14 -0.67
C -0.13414 -6.75949 21.26696 -1.31 0.79 0.24
C 0.43746 -5.49068 21.37306 -0.48 -1.75 -0.30
C -0.35922 -4.39105 21.25962 0.72 1.93 0.22
N -2.26817 -4.23732 18.49789 -0.54 0.36 0.35
N -2.34539 -4.52967 17.27697 0.83 0.06 -0.53
C -1.50119 -5.65301 16.90260 0.31 -0.94 -1.05
C -2.10114 -6.82865 16.44583 0.69 0.39 -0.50
C -1.31670 -7.87550 15.93026 -0.15 0.38 -0.20
C 0.06849 -7.73554 15.82214 -0.85 1.45 1.84
C 0.66786 -6.56112 16.33706 0.25 -1.07 -0.71
C -0.09961 -5.53707 16.84141 -0.45 1.25 0.50
H -2.54782 -2.64802 21.90794 -0.15 -0.41 0.19
H -3.41389 -5.78206 21.28954 -0.12 -0.23 -0.32
H -2.06066 -7.84970 21.13518 0.61 0.33 0.24
H 0.46971 -7.62826 21.23958 0.51 -0.70 0.14
H 1.48063 -5.37000 21.52898 0.76 0.00 -0.14
H 0.14935 -3.42314 21.21013 -0.45 -0.12 0.17
H -3.16857 -6.86463 16.37381 -0.48 -0.25 0.21
H -1.84761 -8.75040 15.55692 0.32 0.08 0.13
H 0.71909 -8.52126 15.56195 0.38 -0.89 -0.75
H 1.76733 -6.51283 16.28194 -0.68 0.32 0.17
H 0.34064 -4.57857 17.13616 -0.05 -0.51 0.00
C -5.71378 -5.66383 18.94880 0.11 -0.89 -0.72
O -5.07503 -5.21210 17.71649 0.29 0.27 0.92
C -5.70887 -5.35404 16.57670 0.09 0.30 -0.11
S -7.06385 -6.15463 16.32822 -0.95 -0.59 -0.21
S -4.96147 -4.50809 15.19996 -0.12 -0.13 0.08
H -4.95016 -5.53023 19.70232 -0.07 0.26 0.15
H -5.97324 -6.73172 18.88494 0.20 0.33 -0.14
H -6.63904 -5.12767 19.12631 0.07 0.34 0.04
C 1.66268 -3.54556 12.79098 0.15 0.72 -0.15
C 2.06656 -2.24832 13.53433 -0.45 0.48 -0.09
C 0.83477 -1.45094 14.07238 0.01 -0.29 -0.37
C 1.31526 -0.17335 14.79219 -0.76 0.84 -1.28
C 0.19717 0.53266 15.55284 -0.51 -0.87 0.56
C 0.03504 -1.08075 12.82705 -1.14 -0.10 -0.32
O 0.48893 -0.62081 11.82296 0.16 0.14 0.28
N -1.39450 -1.35394 12.82767 0.43 -0.78 1.83
C -1.98557 -2.01205 13.85011 1.88 0.16 0.96
O -3.20477 -2.35440 13.91635 -0.98 0.19 -0.84
N -1.32363 -2.39611 14.97643 1.16 -0.02 -0.13
C 0.07766 -2.24442 15.14983 -0.43 0.08 -0.55
O 0.68545 -2.65493 16.11170 -0.76 0.06 -0.31
H 2.55714 -4.12478 12.55604 -0.10 0.06 -0.13
H 1.12861 -3.31005 11.84292 0.34 -0.26 0.61
H 1.03674 -4.17935 13.42667 -0.05 0.06 -0.05
H 2.56598 -1.49206 12.86887 -0.08 -1.06 0.58
H 2.66862 -2.46910 14.42638 0.06 0.06 -0.43
H 1.75874 0.53240 14.05740 -0.25 -0.58 0.22
H 2.09239 -0.47233 15.44728 0.76 -0.25 0.75
H -0.78352 0.49930 15.04691 0.48 0.38 -0.23
H 0.50016 1.54798 15.74808 -0.22 0.36 0.20
H -0.01773 0.00670 16.50563 0.35 0.43 -0.28
H -1.95283 -1.14607 12.03366 -0.27 0.32 -0.90
```
Positions in Å, forces in eV/Å.

Values from the calculation:
orbital gap (alpha / beta)	6.404 / 6.076	eV
2S+1	4
total charge	+1
DFT total energy	-2796.0456	Ha
HOMO energy (alpha / beta)	-11.172 / -11.427	eV

---

Entry 3:
Entry from the Open Molecules 2025 dataset: a structure of composition C20H32N3O6P2SeW at a distorted geometry (the ωB97M-V functional and the def2-TZVPD basis).

```
65
Properties=species:S:1:pos:R:3:forces:R:3
W 2.17740 -0.97523 0.85140 -1.64 4.24 -1.62
C -0.50729 -0.25169 3.33644 0.71 -0.03 -0.11
P -0.24274 -0.85746 1.63589 -2.16 -0.26 0.41
C -1.19827 0.38942 0.69487 -0.30 0.56 -0.28
N -2.32595 0.88841 1.15362 -0.02 -0.78 1.41
C -2.99169 1.87628 0.54133 1.49 0.17 -2.06
C -4.14882 2.46085 1.03135 -1.24 0.63 0.47
C -4.78990 3.48051 0.34122 0.27 -1.07 1.17
C -4.28740 3.93451 -0.86449 1.24 -0.22 -1.03
C -3.13012 3.37656 -1.38482 -0.64 0.99 -0.63
C -2.45243 2.36380 -0.72201 -0.52 -1.21 2.05
N -1.31416 1.82511 -1.16598 1.12 0.03 -0.80
C -0.65499 0.89334 -0.49740 -1.08 0.87 -0.19
P 0.97482 0.40527 -1.13884 -0.60 0.78 -0.77
C 1.62635 2.10900 -1.44220 0.34 -0.38 0.42
C 0.61872 -0.20966 -2.90391 0.29 -0.37 0.39
C -0.61498 -1.10854 -2.90882 0.09 0.04 0.22
C 1.85157 -1.04462 -3.25774 0.00 -0.13 0.23
C 0.41156 0.94808 -3.87406 -0.02 0.12 0.22
C -1.20667 -2.48413 1.51246 0.58 -0.01 -0.27
C -2.70700 -2.24835 1.34943 0.17 0.26 -0.01
C -0.59190 -3.14686 0.27305 0.29 0.05 0.11
C -0.97502 -3.35740 2.74592 0.31 0.13 0.09
H -1.57679 -0.23613 3.54555 0.00 -0.08 -0.18
H -0.11349 0.76325 3.41465 0.01 -0.08 0.02
H 0.01013 -0.90564 4.03864 -0.02 0.06 -0.01
H -4.54524 2.10686 1.96991 -0.05 -0.05 0.13
H -5.68345 3.92274 0.74803 -0.13 0.01 0.12
H -4.78522 4.72922 -1.39682 -0.03 0.07 -0.08
H -2.71137 3.72944 -2.31306 0.00 0.10 -0.19
H 0.84230 2.71920 -1.88647 -0.07 -0.22 -0.01
H 2.48122 2.08856 -2.11692 0.05 -0.01 0.03
H 1.90386 2.56461 -0.49251 0.04 0.04 -0.05
H -0.39957 -2.03882 -2.39120 -0.09 -0.10 0.02
H -0.87454 -1.35772 -3.93577 0.04 -0.02 -0.10
H -1.47833 -0.62208 -2.45717 -0.09 -0.04 -0.01
H 2.09147 -1.72523 -2.43055 0.02 0.04 -0.44
H 2.71437 -0.40835 -3.44772 0.16 0.04 -0.04
H 1.65972 -1.63506 -4.15089 0.03 -0.01 -0.15
H -0.39800 1.59266 -3.53788 -0.03 0.07 -0.07
H 0.14194 0.55037 -4.84964 0.00 -0.15 -0.09
H 1.31326 1.53905 -4.00142 0.07 0.10 -0.04
H -2.94350 -1.68088 0.45335 -0.05 0.02 -0.11
H -3.11014 -1.70956 2.20445 -0.08 0.05 0.04
H -3.21804 -3.20768 1.29055 0.05 -0.13 -0.01
H -0.87640 -2.58876 -0.61857 0.03 -0.07 -0.03
H -0.94252 -4.17035 0.16084 -0.10 -0.09 -0.01
H 0.51309 -3.16650 0.34738 -0.74 -0.28 -0.14
H -1.45678 -2.94754 3.62995 -0.06 0.06 0.09
H 0.08482 -3.48324 2.94972 -0.10 -0.09 0.10
H -1.39725 -4.34432 2.56491 -0.12 -0.04 -0.08
N 3.97375 0.46400 -0.10757 0.31 -0.34 0.28
C 4.19528 1.45916 0.96825 -0.30 0.22 0.41
C 2.83912 1.81211 1.63951 1.13 1.08 -0.11
O 2.65240 2.85404 2.20415 0.00 -0.40 -0.12
O 1.93621 0.86809 1.49058 -0.41 0.65 0.58
H 4.72762 -0.22898 -0.08625 -0.25 0.26 -0.08
H 4.03598 0.93303 -1.01261 -0.34 -0.32 0.18
H 4.66366 2.38072 0.61068 -0.15 -0.19 0.01
H 4.83112 1.02515 1.75130 -0.18 0.20 -0.30
O 1.74527 -2.25743 2.23500 -0.08 0.17 0.06
Se 3.45607 -2.68303 2.29128 2.46 -3.86 1.94
O 3.79152 -2.84605 3.82031 0.14 -0.02 0.90
O 2.58242 -2.09806 -0.32090 0.37 -1.42 -1.70
O 3.80294 -1.02805 1.91820 -0.11 0.40 -0.13
```
Positions in Å, forces in eV/Å.

Values from the calculation:
orbital gap	7.970	eV
total charge	+1
DFT total energy	-4548.0935	Ha
HOMO energy	-12.123	eV

---

Entry 4:
Entry from the Open Molecules 2025 dataset: an isolated molecule of C17H25N3O2S at a distorted geometry (the ωB97M-V functional and the def2-TZVPD basis).

```
48
Properties=species:S:1:pos:R:3:forces:R:3
C 3.97580 -1.75794 0.38255 -0.87 -0.09 -0.15
C 3.43314 -0.51021 -0.30506 -0.12 0.08 -0.35
C 3.66536 -0.52378 -1.80482 1.31 0.10 -0.60
C 1.94828 -0.31977 -0.11840 1.34 0.41 0.16
C 1.10705 -1.31464 -0.53054 -1.96 0.17 0.86
C -0.28407 -1.20844 -0.34234 -0.43 0.19 -0.36
C -1.14686 -2.37962 -0.83022 -0.46 -0.09 -0.19
C -0.67016 -3.08415 -2.11086 1.00 -0.72 0.71
C -1.30639 -3.37634 0.31325 -0.39 0.11 -0.02
C -0.80928 -0.04058 0.30658 0.71 0.43 -0.41
S -2.58668 0.06000 0.87313 -1.31 -2.90 3.11
O -2.61827 0.41705 2.28800 0.56 0.91 -2.11
O -3.34196 -1.21252 0.69018 1.78 3.01 -1.30
N -3.34674 1.31735 -0.07843 -0.34 -0.64 -0.56
C -3.48375 1.19370 -1.43817 0.14 1.12 0.63
N -3.91897 2.31779 -1.93626 -0.42 0.31 -0.03
C -4.12717 3.12265 -0.82636 -0.43 0.77 -0.57
N -3.84845 2.54811 0.30566 1.21 -0.48 0.80
C 0.09229 1.04096 0.63448 -0.05 -0.56 0.50
C -0.31306 2.28618 1.42008 0.44 0.49 -0.27
C 0.24467 3.62828 0.88309 0.45 -0.47 -0.09
C 0.05368 2.22492 2.92265 -0.61 0.22 -0.92
C 1.46762 0.86749 0.38540 -1.19 0.47 0.37
H 3.62283 -2.66698 -0.11829 -0.23 0.07 0.26
H 5.03265 -1.78134 0.25060 0.97 0.03 0.23
H 3.69489 -1.76712 1.44699 0.24 -0.15 -0.37
H 3.98897 0.33672 0.07459 -0.16 0.42 0.41
H 3.14663 0.28553 -2.32679 -0.07 -0.16 0.15
H 3.35842 -1.47907 -2.19966 -0.33 -0.29 -0.39
H 4.74087 -0.42456 -2.06702 -0.48 -0.05 0.28
H 1.49740 -2.24335 -0.88148 0.17 -0.36 -0.41
H -2.12439 -2.01506 -1.13781 -0.14 0.27 0.50
H -1.39969 -3.82525 -2.48171 0.08 0.47 0.33
H -0.50553 -2.33766 -2.87351 0.25 0.03 -0.43
H 0.26423 -3.67401 -1.91135 -0.61 0.60 -0.39
H -0.38930 -3.91960 0.43915 0.65 -0.33 0.10
H -1.52542 -2.87310 1.25161 -0.17 -0.08 0.01
H -2.08540 -4.10814 0.09804 -0.09 0.09 0.03
H -3.26066 0.29528 -1.98113 0.17 -0.14 -0.06
H -4.50736 4.20765 -0.85506 0.61 -2.12 -0.07
H -1.37617 2.37575 1.33970 -0.70 0.06 0.18
H 0.01465 3.80444 -0.17722 0.20 -0.13 0.26
H -0.21435 4.42482 1.46265 -0.10 0.12 0.02
H 1.33668 3.70741 1.07336 -0.57 -0.05 -0.36
H -0.52256 3.00851 3.40847 0.07 0.06 0.22
H -0.23415 1.28790 3.33981 -0.18 -0.72 0.43
H 1.10549 2.40156 3.08920 0.39 0.01 -0.02
H 2.15518 1.68316 0.65327 -0.34 -0.49 -0.11
```
Positions in Å, forces in eV/Å.

Values from the calculation:
orbital gap	9.793	eV
SMILES	CC(C)c1cc(C(C)C)c(S(=O)(=O)n2cncn2)c(C(C)C)c1
DFT total energy	-1375.6527	Ha
HOMO energy	-9.509	eV

---

Question: What is the DFT total energy in the first record?
Answer: -2602.2057 Ha